Record 1
Density functional theory data (ωB97M-V/def2-TZVPD) for 2 unconnected molecules or ions with the total composition C4H12.

```
! RIJCOSX wB97M-V def2-TZVPD def2/J DEFGRID3
* xyz 0 1
C -1.661 0.132 1.976
C 1.211 -0.044 -1.475
C -2.024 0.748 0.625
C 2.474 -0.842 -1.119
H 1.436 0.763 -2.170
H -1.372 0.879 2.716
H -0.837 -0.573 1.864
H -1.300 1.520 0.360
H 2.876 -1.338 -1.998
H 3.225 -0.176 -0.688
H 2.235 -1.560 -0.337
H -2.009 -0.006 -0.166
H -3.002 1.234 0.632
H -2.502 -0.428 2.382
H 0.739 0.374 -0.593
H 0.512 -0.684 -2.010
*
```

Kohn-Sham gap in eV: 12.9
Highest occupied orbital energy in eV: -11.82
Max |F| in eV Å⁻¹: 0.841
Structure (SMILES): CC.CC
Electronic energy in a.u.: -159.5832
Relative energy (zero: lowest compared OMol25 entry of this formula, charge and spin) in kJ/mol: 4.7

Record 2
Density functional theory data (ωB97M-V/def2-TZVPD) for a gas-phase ion, C5H8O (charge -1) in a non-equilibrium geometry.

```
! RIJCOSX wB97M-V def2-TZVPD def2/J DEFGRID3
* xyz -1 2
O -0.202 -1.109 -1.725
C 0.442 0.645 -0.068
C 0.614 1.912 -0.835
C -0.494 -1.633 0.573
C 0.011 -0.656 -0.370
C -0.674 -1.322 1.879
H -1.122 -2.078 2.546
H -0.253 2.114 -1.507
H 0.533 0.734 1.098
H -0.011 -0.306 -2.278
H -0.806 -0.284 2.124
H 1.533 1.797 -1.415
H -0.372 -2.665 0.237
H 0.800 2.851 -0.260
*
```

Kohn-Sham gap (alpha / beta) in eV: 3.7 / 6.5
Highest occupied orbital energy (alpha / beta) in eV: 0.40 / -2.53
Max |F| in eV Å⁻¹: 3.818
Electronic energy in a.u.: -270.4544
Relative energy (zero: lowest compared OMol25 entry of this formula, charge and spin) in kJ/mol: 52.5

Record 3
Density functional theory data (ωB97M-V/def2-TZVPD) for 5 unconnected molecules or ions with the total composition C20H50N4O6 in a non-equilibrium geometry.

```
! RIJCOSX wB97M-V def2-TZVPD def2/J DEFGRID3
* xyz 0 1
O 23.114 -15.690 25.999
O 19.216 -13.995 26.242
O 19.370 -4.096 32.418
O 19.334 -17.152 31.781
O 18.726 -11.663 31.554
O 18.474 -15.679 24.983
N 20.898 -14.641 32.287
N 19.041 -12.052 28.880
N 17.970 -6.420 31.854
N 24.600 -18.999 26.690
C 18.828 -6.518 29.573
C 17.047 -13.782 25.029
C 21.960 -15.387 26.755
C 23.365 -17.093 25.816
C 20.016 -11.562 31.017
C 19.103 -6.008 30.977
C 20.009 -15.373 33.191
C 21.408 -11.731 28.954
C 24.100 -17.670 27.026
C 19.598 -14.496 34.375
C 18.365 -14.422 25.527
C 16.242 -15.080 24.875
C 18.571 -10.988 32.768
C 20.022 -2.851 32.574
C 18.348 -18.028 31.281
C 25.255 -16.762 27.499
C 20.209 -12.324 29.702
C 18.830 -16.051 32.488
C 17.268 -16.056 24.320
C 19.359 -4.518 31.068
H 25.531 -16.994 28.529
H 25.102 -19.483 27.421
H 18.138 -7.342 32.251
H 20.628 -16.147 33.655
H 19.700 -6.424 28.920
H 15.354 -14.970 24.247
H 19.273 -11.178 33.591
H 19.555 -2.333 33.415
H 20.792 -11.848 31.739
H 22.411 -17.569 25.585
H 21.220 -10.655 28.942
H 24.023 -17.029 24.943
H 19.179 -13.572 33.961
H 15.823 -15.341 25.847
H 25.268 -18.823 25.945
H 18.646 -3.972 30.438
H 17.591 -11.239 33.162
H 17.523 -18.135 31.984
H 18.572 -7.577 29.593
H 20.353 -4.321 30.652
H 18.824 -18.962 31.001
H 23.412 -17.592 27.874
H 22.335 -11.815 29.531
H 18.179 -12.372 29.318
H 22.049 -15.800 27.767
H 17.934 -17.606 30.358
H 19.044 -12.607 28.026
H 18.172 -5.852 32.687
H 16.928 -17.067 24.540
H 20.014 -6.523 31.317
H 21.010 -15.689 26.317
H 21.938 -14.305 26.874
H 24.937 -15.717 27.600
H 18.294 -15.327 31.864
H 17.981 -5.990 29.130
H 19.809 -2.208 31.714
H 21.161 -15.234 31.508
H 26.095 -16.749 26.804
H 20.183 -10.503 30.753
H 18.748 -14.888 34.949
H 21.551 -12.207 27.990
H 21.088 -2.969 32.773
H 20.460 -13.383 29.858
H 18.165 -16.401 33.289
H 17.491 -15.956 23.256
H 18.682 -9.911 32.593
H 20.344 -13.874 31.917
H 20.323 -14.350 35.173
H 17.290 -13.307 24.082
H 16.812 -13.172 25.897
*
```

Kohn-Sham gap in eV: 9.5
Highest occupied orbital energy in eV: -8.99
Max |F| in eV Å⁻¹: 2.522
Structure (SMILES): COC[C@H](C)N.COC[C@H](C)N.COC[C@H](C)N.COC[C@H](C)N.O=C1CCCO1
Electronic energy in a.u.: -1462.3724
Relative energy (zero: lowest compared OMol25 entry of this formula, charge and spin) in kJ/mol: 0.0

Record 4
Density functional theory data (ωB97M-V/def2-TZVPD) for 4 unconnected molecules or ions with the total composition H10NO3.

```
! RIJCOSX wB97M-V def2-TZVPD def2/J DEFGRID3
* xyz 1 1
O 1.030 -0.115 -2.573
O 0.116 2.560 0.737
O -1.540 -2.103 1.336
N 0.264 -0.180 0.328
H 1.021 -0.494 0.934
H 1.981 -0.068 -2.740
H -0.432 -0.928 0.285
H -0.201 0.663 0.706
H -1.871 -2.391 2.183
H 0.672 0.055 -0.587
H 0.635 -0.414 -3.402
H 0.547 2.952 1.514
H -1.757 -2.826 0.746
H -0.465 3.288 0.532
*
```

Kohn-Sham gap in eV: 12.7
Highest occupied orbital energy in eV: -15.76
Max |F| in eV Å⁻¹: 0.988
Electronic energy in a.u.: -286.2547
Relative energy (zero: lowest compared OMol25 entry of this formula, charge and spin) in kJ/mol: 28.0

Record 5
Density functional theory data (ωB97M-V/def2-TZVPD) for 8 unconnected molecules or ions with the total composition C33H54BF3NO18S in a non-equilibrium geometry.

```
! RIJCOSX wB97M-V def2-TZVPD def2/J DEFGRID3
* xyz 1 1
S -2.342 3.370 1.260
F -4.209 3.304 -3.195
F -2.162 4.560 -3.885
F -2.806 2.533 -4.965
O -5.692 0.555 3.920
O -2.938 4.662 1.945
O 4.903 -5.809 6.659
O 3.864 -0.928 5.098
O -2.180 -4.843 -8.833
O 5.577 7.066 0.245
O -0.611 1.970 -3.444
O -2.227 -1.300 -4.632
O 3.604 1.664 0.792
O -1.683 -7.074 -8.883
O -2.510 -3.467 -3.956
O -6.788 1.137 1.999
O 3.805 -1.800 2.984
O -0.895 3.237 1.812
O -3.576 5.992 -0.756
O 1.987 2.884 -0.270
O 5.294 4.900 0.922
O 3.117 -6.137 5.269
N -2.388 3.728 -0.484
C 5.069 5.804 0.134
C -2.783 3.210 -3.615
C 4.129 1.617 2.118
C 2.577 3.383 2.023
C 5.022 7.887 -0.781
C -6.038 0.487 5.302
C 6.266 -6.233 6.673
C 2.619 -2.955 4.654
C -3.486 1.962 1.742
C -2.735 -2.563 -4.744
C 5.204 -7.291 4.859
C 3.862 2.980 2.700
C -2.001 -6.095 -6.770
C -1.961 -5.894 -8.255
C -7.171 1.464 5.477
C 4.269 -6.377 5.591
C -6.755 1.043 3.215
C -2.782 -0.480 -5.659
C 3.499 -1.789 4.315
C -3.236 -1.436 -6.731
C -0.898 6.129 -0.416
C 2.822 -3.860 3.465
C 6.293 -7.512 5.878
C -1.288 -7.414 -6.610
C 3.125 -2.886 2.356
C -3.636 -2.655 -5.938
C -1.846 2.275 -2.648
C -1.590 -8.113 -7.909
C -1.324 2.997 -1.272
C 2.669 2.656 0.715
C 4.169 5.712 -1.060
C -7.875 1.395 4.145
C 4.568 6.931 -1.853
B -2.286 5.261 -0.567
H -4.041 -1.035 -7.353
H -2.362 1.214 -2.472
H 5.783 8.582 -1.150
H -6.335 -0.541 5.537
H 0.035 5.420 -0.192
H 3.764 7.331 -2.475
H 3.767 -3.329 1.589
H -1.608 -7.981 -5.732
H -2.022 0.215 -6.027
H -0.933 2.118 -0.565
H 6.593 -6.387 7.705
H -3.129 0.912 1.354
H -3.376 3.464 -0.779
H 0.176 1.852 -2.819
H -3.613 0.095 -5.236
H -6.770 2.473 5.629
H 4.663 3.671 2.409
H -2.544 -8.650 -7.880
H 1.584 -2.611 4.731
H 3.615 0.822 2.669
H 2.939 -3.434 5.582
H 3.128 5.766 -0.728
H 3.691 -4.506 3.639
H -3.554 1.981 2.932
H -2.393 -1.685 -7.387
H 4.710 -8.227 4.590
H -8.323 2.355 3.878
H 2.217 -2.502 1.881
H -7.817 1.226 6.326
H -4.676 -2.601 -5.606
H 4.192 8.462 -0.358
H 4.350 4.792 -1.621
H -4.335 5.458 -0.329
H 6.880 -5.448 6.219
H 6.025 -8.356 6.525
H -0.208 -7.240 -6.525
H 1.700 3.026 2.569
H -8.624 0.598 4.121
H 3.799 2.977 3.792
H 7.270 -7.723 5.435
H -0.947 6.953 0.445
H -0.379 3.631 -1.544
H -0.659 6.612 -1.479
H 2.525 4.464 1.871
H -0.798 -8.813 -8.191
H 5.578 -6.780 3.968
H -5.171 0.754 5.913
H 5.198 1.390 2.083
H -1.478 -5.290 -6.249
H 5.411 6.682 -2.509
H 1.963 -4.501 3.252
H -3.043 -6.155 -6.446
H -4.580 2.236 1.370
H -3.455 -3.575 -6.498
*
```

Kohn-Sham gap in eV: 7.1
Highest occupied orbital energy in eV: -11.50
Max |F| in eV Å⁻¹: 10.468
Electronic energy in a.u.: -3421.2425

Record 6
Density functional theory data (ωB97M-V/def2-TZVPD) for a single C5H6O molecule.

```
! RIJCOSX wB97M-V def2-TZVPD def2/J DEFGRID3
* xyz 0 1
O -2.846 2.197 0.551
C 0.425 -1.891 -0.202
C 0.186 0.543 0.222
C -1.661 2.435 0.496
C 1.132 -0.569 0.116
C -0.648 1.412 0.326
H -0.303 -2.135 0.577
H 1.676 -0.648 1.065
H -0.109 -1.825 -1.154
H 1.151 -2.707 -0.266
H 1.881 -0.338 -0.651
H -1.279 3.469 0.584
*
```

Kohn-Sham gap in eV: 10.7
Highest occupied orbital energy in eV: -10.34
Max |F| in eV Å⁻¹: 0.578
Structure (SMILES): CCC#CC=O
Electronic energy in a.u.: -269.2815
Relative energy (zero: lowest compared OMol25 entry of this formula, charge and spin) in kJ/mol: 169.9

Record 7
Density functional theory data (ωB97M-V/def2-TZVPD) for a gas-phase ion, C7H16NO2 (charge +1) in a non-equilibrium geometry.

```
! RIJCOSX wB97M-V def2-TZVPD def2/J DEFGRID3
* xyz 1 1
O -1.523 -0.462 -0.140
O -3.528 -0.736 0.582
N -0.047 0.014 0.069
C -2.539 -0.101 0.709
C 1.876 -0.311 1.479
C 0.613 -0.419 -1.217
C 0.461 -0.806 1.179
C -0.059 1.513 0.275
C 0.693 -1.908 -1.428
C -1.052 2.161 -0.801
H -0.523 1.609 1.193
H -0.107 -0.589 1.992
H -0.374 2.620 -1.620
H 0.990 1.805 0.067
H 0.197 0.027 -1.991
H -2.533 0.663 1.520
H 0.941 -2.031 -2.389
H 1.255 -2.505 -0.723
H 2.334 -0.695 2.504
H 1.603 -0.157 -1.248
H 0.282 -1.739 0.765
H 2.065 0.701 1.566
H -0.261 -2.264 -1.233
H -1.696 2.980 -0.428
H -1.707 1.462 -1.399
H 2.639 -0.834 0.718
*
```

Kohn-Sham gap in eV: 11.4
Highest occupied orbital energy in eV: -15.02
Max |F| in eV Å⁻¹: 6.344
Structure (SMILES): CC[N+](CC)(CC)OC=O
Electronic energy in a.u.: -481.1412
Relative energy (zero: lowest compared OMol25 entry of this formula, charge and spin) in kJ/mol: 378.2